Record 1
80
Properties=species:S:1:pos:R:3:forces:R:3:mulliken_charge:R:1 method="wB97M-V/def2-TZVPD" spin_multiplicity=2 homo_lumo_gap_ev="6.518 / 6.571" s2=0.79 total_energy_ha=-8253.77729 charge=+1 homo_energy_ev="-10.024 / -10.113"
Mn -0.255 -0.474 0.197 -0.310 -0.678 -0.053 -1.10
Cl -2.911 4.830 -4.009 -0.012 0.007 -0.023 -0.22
C -2.484 3.681 -2.784 0.044 -0.040 -0.023 -0.07
C -2.945 3.872 -1.468 -0.021 -0.001 0.004 -0.61
C -2.598 2.998 -0.478 0.053 -0.029 -0.041 -0.98
C -1.751 1.878 -0.721 -0.068 0.052 0.018 -0.21
O -1.395 1.148 0.279 0.335 -0.048 -0.138 0.01
C -1.367 1.652 -2.080 0.040 -0.053 0.001 0.89
C -0.712 0.472 -2.536 -0.021 -0.002 0.129 -0.24
N -0.373 -0.544 -1.798 0.069 0.050 -0.020 1.62
C 0.148 -1.719 -2.387 0.032 -0.008 -0.020 0.51
C 0.223 -2.018 -3.724 0.020 -0.009 0.081 -0.74
C 0.807 -3.226 -4.159 0.002 -0.003 0.008 -0.93
C 1.290 -4.141 -3.268 0.014 0.010 0.006 -0.98
C 1.189 -3.888 -1.881 -0.031 -0.016 -0.008 1.02
C 1.631 -4.794 -0.891 0.010 0.022 0.028 -0.92
C 1.486 -4.475 0.429 -0.025 0.014 -0.042 -1.18
C 0.900 -3.241 0.767 -0.017 -0.002 -0.035 -0.33
N 0.476 -2.375 -0.124 0.351 -0.047 0.041 0.73
C 0.613 -2.679 -1.447 -0.087 -0.011 -0.072 -0.03
C -1.727 2.590 -3.083 -0.050 0.068 0.061 -1.32
H -3.578 4.722 -1.251 0.005 0.011 0.007 0.45
H -2.946 3.149 0.535 0.000 0.005 0.015 0.37
H -0.522 0.437 -3.607 -0.029 -0.035 -0.012 0.11
H -0.164 -1.340 -4.472 0.010 0.019 -0.001 0.48
H 0.865 -3.420 -5.222 0.010 -0.014 -0.003 0.45
H 1.743 -5.064 -3.604 -0.016 -0.011 -0.024 0.47
H 2.079 -5.731 -1.193 0.004 -0.013 0.006 0.49
H 1.808 -5.142 1.215 0.005 -0.015 -0.001 0.48
H 0.788 -2.958 1.808 0.026 0.027 0.004 0.53
H -1.407 2.421 -4.104 0.003 -0.004 -0.015 0.49
Br 5.296 -1.331 -4.474 0.008 0.006 -0.001 -0.15
C 4.276 -0.913 -2.944 -0.013 0.000 0.013 -0.06
C 3.374 0.141 -2.991 -0.004 0.005 -0.014 -0.62
C 2.582 0.409 -1.889 0.126 -0.015 0.051 -0.22
C 2.711 -0.363 -0.740 -0.031 0.178 -0.083 -0.20
C 3.644 -1.392 -0.685 -0.044 0.008 -0.093 -0.45
C 4.426 -1.673 -1.795 0.016 -0.012 -0.013 -0.72
N 1.809 -0.137 0.333 0.032 0.120 0.301 0.71
C 2.258 -0.117 1.530 -0.002 0.105 -0.098 -0.99
C 1.289 -0.023 2.610 -0.060 -0.034 0.013 0.52
C 1.642 0.246 3.924 -0.128 0.019 -0.064 -0.97
C 0.628 0.417 4.853 0.060 0.016 0.000 -0.67
C -0.687 0.336 4.427 -0.058 0.002 -0.001 -0.94
C -0.955 0.057 3.095 0.082 0.030 0.016 -0.37
N 0.012 -0.158 2.203 -0.085 -0.037 0.058 1.69
H 3.287 0.739 -3.888 0.003 0.003 -0.001 0.50
H 1.870 1.223 -1.905 -0.014 0.016 0.012 0.51
H 3.726 -2.011 0.200 -0.023 0.005 0.020 0.50
H 5.135 -2.488 -1.772 0.006 -0.003 -0.001 0.46
H 3.320 -0.142 1.764 0.031 -0.022 -0.088 0.63
H 2.683 0.347 4.198 0.017 -0.027 -0.013 0.59
H 0.863 0.634 5.886 -0.015 -0.007 0.012 0.45
H -1.509 0.492 5.112 0.001 0.020 0.012 0.48
H -1.968 0.021 2.718 -0.006 -0.011 0.013 0.53
N -7.081 -3.255 1.280 -0.028 -0.008 0.009 -0.43
C -6.009 -2.887 1.097 -0.044 -0.012 0.001 -0.26
C -4.666 -2.431 0.870 0.034 0.011 -0.004 0.59
C -4.360 -1.656 -0.242 0.046 -0.038 0.014 -0.96
C -3.055 -1.234 -0.411 -0.017 -0.106 0.075 -0.26
N -2.068 -1.544 0.441 -0.521 0.553 0.047 0.90
C -2.378 -2.297 1.500 0.179 -0.192 -0.050 -0.25
C -3.652 -2.763 1.759 0.008 -0.010 -0.069 -0.93
H -5.121 -1.380 -0.957 -0.009 0.001 -0.004 0.57
H -2.786 -0.625 -1.261 0.006 0.057 0.001 0.41
H -1.562 -2.547 2.165 -0.010 0.047 0.037 0.41
H -3.850 -3.369 2.631 0.002 -0.009 0.005 0.55
C -0.794 3.618 2.780 0.012 0.007 -0.037 -1.10
As 0.790 3.287 1.666 0.156 0.121 0.052 0.57
C 0.576 4.771 0.403 -0.036 -0.040 -0.011 -1.12
C 2.073 4.183 2.857 -0.016 0.013 -0.025 -1.28
H -1.042 4.679 2.799 0.007 0.008 -0.001 0.46
H -0.580 3.290 3.797 -0.011 -0.019 0.004 0.43
H -1.637 3.048 2.396 -0.013 -0.004 0.014 0.12
H 0.439 5.713 0.933 -0.005 -0.003 0.003 0.40
H -0.288 4.588 -0.236 0.011 0.001 -0.006 0.22
H 1.463 4.838 -0.226 0.002 0.009 0.010 0.37
H 1.711 5.164 3.164 -0.005 0.001 -0.006 0.40
H 3.027 4.302 2.343 0.003 0.002 0.007 0.40
H 2.232 3.572 3.746 0.007 0.001 0.004 0.30

=====

Record 2
8
Properties=species:S:1:pos:R:3:forces:R:3:mulliken_charge:R:1 method="wB97M-V/def2-TZVPD" homo_lumo_gap_ev=7.495 total_energy_ha=-829.49127 charge=-1 homo_energy_ev=-4.450 smiles="C[P@](=O)([O-])I"
C 0.035 -0.004 0.189 -1.837 -0.934 2.968 -0.89
P 0.672 -0.228 1.960 -3.508 -7.409 -0.376 0.70
O -0.150 -1.868 2.599 3.233 5.844 -2.233 -0.78
O 0.439 1.042 2.615 0.237 1.752 1.426 -0.60
I 3.099 -0.647 1.449 0.165 -0.057 0.228 -0.27
H -0.426 -0.941 -0.125 -0.216 0.034 0.300 0.25
H -0.747 0.734 0.549 0.789 -0.463 -1.465 0.20
H 0.732 0.217 -0.554 1.138 1.233 -0.848 0.39

=====

Record 3
90
Properties=species:S:1:pos:R:3:forces:R:3:mulliken_charge:R:1 method="wB97M-V/def2-TZVPD" spin_multiplicity=2 homo_lumo_gap_ev="8.067 / 8.285" s2=0.78 total_energy_ha=-6342.01454 charge=+1 homo_energy_ev="-10.394 / -10.395"
Cr 1.372 1.543 0.699 1.020 -0.359 1.767 0.62
C 0.604 1.947 2.973 0.151 0.140 -0.093 0.88
C 1.005 3.105 2.266 -0.417 0.145 0.080 0.22
C 0.139 3.232 1.134 0.129 0.374 0.046 0.08
C -0.763 2.128 1.142 -0.073 0.296 -0.578 1.05
C -0.446 1.329 2.261 0.194 -0.446 -0.089 1.42
C -1.213 0.153 2.777 0.022 -0.044 -0.014 -1.31
C -2.027 2.081 0.337 0.049 -0.165 -0.174 -1.93
C -0.008 4.499 0.352 -0.032 -0.049 -0.081 -1.87
C 1.846 4.236 2.784 0.037 0.003 -0.002 -1.61
C 1.042 1.513 4.332 -0.093 -0.121 -0.016 -1.69
H -0.557 -0.674 3.057 0.022 -0.018 -0.033 0.27
H -1.937 -0.217 2.056 0.024 0.049 0.028 0.19
H -1.762 0.446 3.676 0.009 0.003 0.027 0.40
H -1.938 1.497 -0.579 0.068 0.022 0.008 -0.04
H -2.331 3.088 0.051 -0.015 0.011 0.042 0.57
H -2.836 1.640 0.921 0.009 -0.010 -0.007 0.43
H -0.640 5.201 0.902 -0.014 -0.004 -0.005 0.36
H -0.464 4.328 -0.622 0.003 0.003 0.002 0.55
H 0.953 4.988 0.188 0.007 0.000 0.014 0.50
H 2.602 4.579 2.076 0.008 -0.014 -0.027 0.20
H 2.331 3.987 3.725 -0.003 -0.028 0.006 0.60
H 1.202 5.096 2.984 -0.005 0.000 -0.022 0.38
H 1.208 0.435 4.381 0.002 -0.018 -0.005 0.29
H 0.241 1.743 5.039 -0.014 -0.011 0.013 0.41
H 1.939 2.019 4.670 0.001 0.039 -0.001 0.56
N 0.745 -0.571 -2.121 0.143 0.046 -0.123 0.58
C 1.462 -1.127 -1.134 -0.084 0.166 0.051 -0.79
N 1.805 -0.518 -0.007 -0.685 0.016 -0.422 1.32
C 2.403 -1.442 0.839 0.086 0.144 0.154 -0.50
C 2.533 -2.695 0.362 -0.061 -0.001 0.034 -0.46
S 1.882 -2.791 -1.225 0.057 -0.108 -0.024 -0.21
C 2.975 -0.923 2.072 -0.122 0.075 -0.184 -0.92
C 3.650 -1.619 3.009 -0.070 0.056 0.058 -0.59
S 4.414 -0.527 4.090 0.121 -0.183 0.143 -0.24
C 3.778 0.792 3.193 -0.173 0.124 -0.323 -0.16
N 2.981 0.462 2.194 0.210 -0.216 0.234 1.06
N 4.105 2.051 3.573 -0.099 0.081 0.017 -0.18
H 0.593 0.422 -2.081 -0.041 0.020 0.057 -0.62
H 0.712 -1.009 -3.026 -0.057 -0.044 0.036 0.24
H 2.991 -3.544 0.835 0.073 -0.019 -0.008 0.49
H 3.779 -2.682 3.101 0.010 -0.062 -0.020 0.51
H 4.902 2.177 4.172 -0.003 -0.006 -0.013 0.26
H 3.916 2.801 2.935 0.013 0.035 -0.028 0.11
Cl 3.765 2.681 0.463 0.178 0.189 -0.476 -0.24
C 4.007 1.990 -1.147 -0.091 0.106 0.209 1.10
C 5.263 1.616 -1.565 -0.002 0.023 -0.065 -0.80
C 5.381 1.086 -2.843 -0.006 0.008 0.001 -0.51
C 4.257 0.982 -3.651 -0.017 0.014 0.049 -0.84
C 3.011 1.381 -3.186 0.022 -0.037 -0.031 -0.48
C 2.844 1.882 -1.895 -0.125 -0.047 -0.020 0.15
C 1.545 2.298 -1.286 -0.199 -0.041 -0.052 -2.41
H 6.122 1.741 -0.922 0.017 -0.022 0.023 0.49
H 6.349 0.770 -3.206 0.026 0.005 -0.013 0.41
H 4.352 0.596 -4.656 0.007 -0.010 -0.024 0.42
H 2.153 1.325 -3.844 -0.027 -0.026 -0.003 0.50
H 0.716 2.157 -1.986 0.000 0.066 -0.045 1.07
H 1.585 3.375 -1.113 0.028 -0.004 -0.027 0.94
C -6.151 -1.686 1.423 -0.003 0.014 -0.004 -0.62
C -5.072 -2.379 1.954 0.014 -0.008 0.029 -0.77
C -3.815 -2.255 1.380 -0.014 0.031 0.037 0.00
C -3.628 -1.448 0.262 0.081 -0.004 -0.077 0.71
C -4.711 -0.755 -0.266 -0.046 0.014 0.025 -0.44
C -5.968 -0.875 0.313 0.041 0.026 0.027 -0.66
As -1.819 -1.277 -0.493 -0.204 -0.174 -0.143 0.63
C -1.590 -3.167 -0.903 -0.121 0.053 0.121 0.22
C -1.144 -4.157 -0.042 0.004 0.004 -0.006 -0.60
C -1.096 -5.473 -0.480 0.000 -0.012 -0.011 -0.83
C -1.499 -5.791 -1.772 0.013 0.024 0.013 -0.84
C -1.941 -4.800 -2.635 0.005 -0.023 0.035 -0.59
C -1.983 -3.478 -2.205 0.004 0.038 -0.124 0.18
C -2.391 -2.316 -3.025 0.067 -0.076 0.026 0.55
C -2.756 -2.367 -4.365 -0.006 0.033 -0.025 -0.64
C -3.058 -1.196 -5.045 0.015 -0.016 0.010 -0.83
C -2.987 0.029 -4.397 0.011 0.027 0.009 -0.94
C -2.627 0.087 -3.055 -0.035 -0.018 -0.036 -0.15
C -2.346 -1.082 -2.365 0.000 -0.021 0.118 0.07
H -7.129 -1.777 1.874 -0.018 -0.016 -0.003 0.39
H -5.209 -3.019 2.815 -0.003 0.003 0.009 0.42
H -2.983 -2.804 1.808 0.002 -0.012 -0.024 0.30
H -4.589 -0.130 -1.142 0.010 -0.005 -0.015 0.33
H -6.805 -0.333 -0.107 -0.021 -0.001 -0.011 0.42
H -0.822 -3.910 0.964 -0.011 0.006 0.005 0.48
H -0.751 -6.253 0.186 0.003 -0.015 0.009 0.45
H -1.466 -6.818 -2.109 -0.008 -0.022 0.002 0.42
H -2.264 -5.066 -3.633 0.030 0.000 -0.032 0.42
H -2.805 -3.315 -4.883 0.012 -0.014 -0.017 0.41
H -3.342 -1.240 -6.088 -0.014 0.004 -0.017 0.41
H -3.214 0.940 -4.935 -0.007 0.006 -0.004 0.46
H -2.578 1.052 -2.564 -0.020 0.008 0.020 0.40

=====

Record 4
17
Properties=species:S:1:pos:R:3:forces:R:3:mulliken_charge:R:1 method="wB97M-V/def2-TZVPD" homo_lumo_gap_ev=8.908 total_energy_ha=-740.44109 charge=+1 homo_energy_ev=-13.010 smiles="CO[C@@H]1[NH+]=C(C)NS1"
C -2.006 -1.319 -1.950 -1.040 0.038 1.407 -0.63
O -1.361 -0.927 -0.718 0.804 -0.260 1.265 -0.32
C -0.030 -0.791 -0.714 -3.526 3.003 -0.953 -0.36
N 0.484 -0.508 0.542 1.007 0.305 0.694 -0.18
C 0.833 0.738 0.855 -0.595 0.008 1.334 0.66
C 1.323 0.955 2.298 0.726 -0.884 -1.125 -1.17
N 0.556 1.671 -0.032 1.682 0.357 0.703 -0.27
S 0.377 1.200 -1.685 -0.331 -1.028 0.881 -0.03
H -3.062 -1.683 -1.681 1.521 1.317 -0.578 0.26
H -1.487 -2.181 -2.213 0.808 -1.530 -1.274 0.39
H -1.843 -0.491 -2.643 -0.699 -0.172 -0.199 0.27
H 0.546 -1.160 -1.470 1.389 -2.162 -1.401 0.72
H 0.437 -1.109 1.355 -0.214 -0.619 -0.541 0.28
H 1.229 2.007 2.407 0.488 0.925 0.785 0.38
H 2.380 0.534 2.479 -1.523 0.957 -0.589 0.32
H 0.674 0.460 3.033 -0.068 0.102 -0.409 0.38
H 0.949 2.603 0.136 -0.430 -0.359 -0.002 0.31

=====

Which ΔE to the lowest compared entry with this formula, charge and spin belongs to each record? In order, 0.0000, 2.8873, 1.1291, 2.7723 eV.